22
Properties=species:S:1:pos:R:3:mulliken_charge:R:1 method="wB97M-V/def2-TZVPD" e_homo_ev=-16.2 orbital_gap_ha=0.31527 e_above_lowest_kcal_mol=3.7 multiplicity=1 total_energy_ev=-31048.321 smiles="[NH3+]C1=C(S)C=C[C@@]([NH3+])(S)C1" largest_force_ev_per_a=6.5 lumo_ev=-7.6 total_charge=+2
C -0.799 -0.686 1.580 -0.6754
C -1.416 0.211 0.746 -1.2973
C 0.603 -0.916 1.453 0.5580
C 1.198 -0.780 0.239 -0.2816
C 0.419 -0.079 -0.909 -1.0290
C -0.649 0.790 -0.371 0.6974
N 2.553 -1.150 0.101 -0.4204
N -1.615 1.114 -1.524 -0.0820
S 1.401 -1.747 2.704 -0.2310
S -0.047 2.366 0.225 -0.0880
H -1.191 -1.224 2.422 0.2914
H -2.415 0.538 0.957 0.5667
H 1.023 0.532 -1.618 0.5300
H -0.014 -0.947 -1.450 0.3994
H 3.325 -0.655 0.688 0.4473
H 2.958 -1.158 -0.906 0.4441
H 2.921 -2.171 0.488 0.4634
H -2.531 0.800 -1.198 0.3459
H -1.241 0.870 -2.448 0.3515
H -1.542 2.180 -1.492 0.5296
H 0.283 -2.098 3.538 0.2386
H -0.762 2.454 1.267 0.2414